--- 1 ---
Computed, not measured: C3H3NOS in the gas phase, with ωB97M-V with the def2-TZVPD basis set.

```
9
Properties=species:S:1:pos:R:3:lowdin_spin:R:1
C 2.26474 -0.59442 0.12333 0.037
C 0.81362 1.22931 -0.51608 0.308
C 0.93274 -0.11671 0.20526 0.289
N 3.24279 -1.17189 0.10752 0.038
O 1.65359 2.05452 -0.45361 0.414
S -0.12828 -1.60538 -0.57032 0.782
H -0.13735 1.18020 -1.25995 0.062
H 0.49058 0.12177 1.29813 0.025
H -1.27532 -1.29773 0.05236 0.043
```

Results
multiplicity: 3
<S²>: 2.01
HOMO-LUMO gap (spin up / spin down): 5.522 / 4.821 eV
highest occupied orbital energy (spin up / spin down): -5.80 / -9.46 eV

***

--- 2 ---
Computed, not measured: C3H3NOS in the gas phase, with ωB97M-V with the def2-TZVPD basis set.

```
9
Properties=species:S:1:pos:R:3:lowdin_spin:R:1
C -2.53760 0.27665 -0.05209 0.191
C -1.38688 -0.04957 -0.14506 0.072
C -0.04422 -0.61441 0.06293 0.328
N 0.92846 0.52866 -0.09534 0.553
O 0.35427 -1.75988 0.09833 0.408
S 2.68411 0.44792 0.21959 0.395
H -3.53416 0.41724 0.03030 0.021
H 0.60951 1.42360 0.40379 0.011
H 2.92651 -0.67021 -0.52245 0.021
```

Results
multiplicity: 3
<S²>: 2.02
HOMO-LUMO gap (spin up / spin down): 4.837 / 6.263 eV
highest occupied orbital energy (spin up / spin down): -5.26 / -9.74 eV

***

Which of them is the most stable, and which is the least stable? 1 and 2, in that order.

***

--- 1 ---
Computed, not measured: C3H5Cl2F in the gas phase, with ωB97M-V with the def2-TZVPD basis set.

```
11
Properties=species:S:1:pos:R:3:nbo_charge:R:1
C -0.92146 -0.42510 0.69100 -0.377
C 0.04389 -0.37543 -0.36026 -0.219
C 0.76987 0.96988 -0.34824 0.053
H -1.28511 0.60170 0.77929 0.224
H -0.50984 -0.61850 1.62177 0.230
H -0.29930 -0.60890 -1.32640 0.242
H 1.39819 0.88872 0.42990 0.170
H 0.11074 1.82423 -0.32805 0.171
F 1.55959 1.20452 -1.43121 -0.347
Cl -2.16037 -1.74694 0.51252 -0.054
Cl 1.29380 -1.71418 -0.24032 -0.092
```

Results
SMILES: FC[C@@H](Cl)CCl
HOMO-LUMO gap: 11.896 eV
highest occupied orbital energy: -11.05 eV

***

--- 2 ---
Computed, not measured: C3H5Cl2F in the gas phase, with ωB97M-V with the def2-TZVPD basis set.

```
11
Properties=species:S:1:pos:R:3:nbo_charge:R:1
C -1.37804 -0.31120 -0.10343 -0.602
C 0.06871 -0.41304 -0.24441 -0.522
C 1.03505 0.51234 0.37282 0.445
H -1.88894 -1.31635 -0.52976 0.237
H -1.61420 -0.30809 1.07102 0.214
H -1.56340 0.61860 -0.52963 0.224
H 0.42149 -1.43576 -0.12103 0.233
H 0.37647 -0.14996 -1.19489 0.235
F 1.23909 0.52137 1.75475 -0.337
Cl 0.52651 2.18582 -0.16489 -0.043
Cl 2.77726 0.09628 -0.31056 -0.085
```

Results
SMILES: CCC(F)(Cl)Cl
HOMO-LUMO gap: 11.882 eV
highest occupied orbital energy: -11.30 eV

***

Which of them is the most stable, and which is the least stable? 1 and 2, in that order.

***

--- 1 ---
Computed, not measured: 2 unconnected molecules or ions with the total composition C2H2N2O, with ωB97M-V with the def2-TZVPD basis set.

```
7
Properties=species:S:1:pos:R:3:nbo_charge:R:1
C -0.32834 -1.09109 0.31997 -0.412
C -0.07474 -0.25155 -0.53776 0.334
N 2.41398 -2.11353 -0.53517 -0.030
N 2.01063 -2.16674 0.50203 0.022
O 0.23479 0.73584 -1.32992 -0.654
H -1.03240 -1.43340 0.97231 0.230
H 0.60426 0.50155 -2.18278 0.508
```

Results
SMILES: C#CO.N#N
HOMO-LUMO gap: 10.019 eV
highest occupied orbital energy: -9.49 eV

***

--- 2 ---
Computed, not measured: 2 unconnected molecules or ions with the total composition C2H2N2O, with ωB97M-V with the def2-TZVPD basis set.

```
7
Properties=species:S:1:pos:R:3:nbo_charge:R:1
C -0.61787 0.91018 -0.01422 0.410
C 2.27605 -1.07306 0.18433 0.488
N -1.48885 -0.06126 -0.19986 -0.850
N 0.13832 1.76615 0.08873 -0.386
O 3.28602 -0.66382 -0.09991 -0.487
H -2.43762 0.12325 0.08993 0.411
H -1.15606 -1.00145 -0.04900 0.414
```

Results
HOMO-LUMO gap: 10.927 eV
highest occupied orbital energy: -10.27 eV

***

Which of them is the most stable, and which is the least stable? 2 and 1, in that order.